(1)
This record from the Open Molecules 2025 dataset describes a molecular structure, C29H38Cl7N3OSeSi3V. The level of theory is wB97M-V/def2-TZVPD.

```
83
Properties=species:S:1:pos:R:3
V 0.83840 0.07574 1.00884
Cl -2.71617 -5.09339 4.96232
C -2.07684 -3.78492 4.06864
C -0.69502 -3.62795 3.95150
Cl 0.36341 -4.72825 4.71845
C -0.17734 -2.56576 3.21375
Cl 1.52726 -2.32643 3.15508
C -1.03009 -1.65019 2.58537
O -0.56727 -0.60170 1.88910
C -2.41156 -1.80768 2.71977
Cl -3.44642 -0.67613 1.95310
C -2.93446 -2.87044 3.45437
Cl -4.62802 -3.05426 3.59292
C -1.42546 0.04695 -1.94543
Si 0.05090 1.19508 -1.87454
C -0.45285 2.68465 -2.88323
C 1.57465 0.46132 -2.68644
C 0.43787 1.64873 0.00563
Si -1.03448 2.77739 0.67066
C -1.01108 2.79999 2.53504
C -2.70922 2.19649 0.09184
C -0.81994 4.53101 0.05123
Si 2.07526 2.69016 0.08095
C 2.33704 3.83272 1.53620
C 2.41225 3.74367 -1.42016
C 3.39099 1.33288 0.26401
C 4.75048 1.52201 0.07168
C 5.64363 0.49646 0.33590
C 5.15317 -0.71563 0.79877
C 3.79382 -0.85444 0.97905
N 2.92797 0.14031 0.72159
H -1.31564 -0.65732 -2.77049
H -2.32555 0.62598 -2.14695
H -1.60124 -0.50711 -1.02581
H -0.58198 2.30421 -3.90169
H 0.27065 3.49214 -2.93055
H -1.41451 3.09729 -2.57792
H 1.32336 0.18056 -3.71324
H 1.96159 -0.41929 -2.17810
H 2.38509 1.18557 -2.75827
H -1.18397 1.81320 2.96788
H -1.81402 3.45474 2.88057
H -0.07027 3.21202 2.90670
H -2.85105 1.12410 0.17733
H -2.93553 2.50449 -0.92924
H -3.44486 2.68051 0.73982
H 0.06060 5.05638 0.41101
H -1.68760 5.08035 0.42955
H -0.84474 4.60900 -1.03372
H 1.60519 4.63481 1.59050
H 3.30760 4.30568 1.35734
H 2.39110 3.34758 2.50677
H 1.69418 4.56368 -1.46578
H 2.42182 3.23882 -2.38028
H 3.39587 4.19750 -1.27241
H 5.10804 2.47737 -0.28972
H 6.70534 0.63967 0.18604
H 5.80869 -1.54525 1.02027
H 3.38167 -1.79017 1.33249
C 0.68941 -3.08463 -3.42517
N -0.43823 -3.08032 -2.50129
C -0.42428 -2.77008 -1.20418
Se 1.06107 -2.23658 -0.18755
N -1.63926 -3.01089 -0.69254
C -2.49051 -3.46740 -1.68973
C -3.82956 -3.83696 -1.68285
C -4.34928 -4.26664 -2.88656
C -3.56847 -4.32700 -4.05292
C -2.23847 -3.95905 -4.05717
C -1.71762 -3.52453 -2.84386
H 1.58110 -2.75816 -2.89969
H 0.48239 -2.41343 -4.25749
H 0.83489 -4.09648 -3.79889
H -1.86796 -2.85405 0.27903
H -4.43165 -3.79515 -0.78585
H -5.38614 -4.56792 -2.93512
H -4.02459 -4.67268 -4.96982
H -1.64047 -4.00979 -4.95621
Cl 1.77675 0.96376 3.31271
C 0.90351 1.31663 4.87448
Cl -0.32363 0.13612 5.23978
H 0.46159 2.29864 4.76160
H 1.68873 1.29160 5.62122
```

Summary:
- highest occupied orbital energy (alpha / beta) (Eh) = -0.499 / -0.502
- E_tot (a.u.) = -8802.29500
- maximum force (eV/Å) = 0.9
- orbital gap (alpha / beta) (eV) = 6.6 / 7.3
- net charge = +2
- ⟨S²⟩ = 0.785
- multiplicity = 2
- ΔE to the lowest compared entry with this formula, charge and spin (kJ/mol) = 0.00


(2)
This record from the Open Molecules 2025 dataset describes a molecular structure, C29H38HfN4OP2. The level of theory is wB97M-V/def2-TZVPD.

```
75
Properties=species:S:1:pos:R:3
Hf -1.24015 0.15225 1.44706
C 2.28092 -3.29442 0.01089
C 2.77987 -2.11191 -0.38965
C 3.02934 -1.77594 -1.83657
C 1.86733 -2.10122 -2.83476
C 0.45795 -2.03976 -2.30069
C -0.11664 -2.85494 -1.38751
C 0.35949 -4.28835 -1.29974
C 1.84492 -4.40546 -0.90560
C -3.33014 -0.02848 2.08170
H 2.21760 -3.56809 1.06439
H 3.25825 -1.43012 0.31273
H 3.92344 -2.33577 -2.20016
H 3.27074 -0.69787 -1.91671
H 1.91900 -1.33570 -3.63504
H 2.10431 -3.06065 -3.35173
H -0.20859 -1.42331 -2.91462
H -1.03020 -2.57627 -0.85980
H 0.25640 -4.73621 -2.30057
H -0.25715 -4.84490 -0.57578
H 1.96971 -5.35215 -0.37079
H 2.46025 -4.44720 -1.81509
H -3.31686 -0.01956 3.18768
H -3.79490 -0.95478 1.71807
H -3.95361 0.82844 1.75926
P -1.36630 0.64412 -1.02344
P 0.96642 1.68545 1.33838
N -2.45676 -0.50728 -1.80952
N -2.06842 2.02105 -1.82699
N 0.96713 -0.09701 2.29151
N 2.33487 2.40124 2.22165
C 0.39887 0.77883 -1.47384
C 1.43580 1.35093 -0.46292
C -3.21452 -1.48237 -1.13257
C -3.87069 -2.25920 -2.06503
C -3.51524 -1.77108 -3.36611
C -2.65854 -0.68536 -3.18143
C -3.40743 2.42871 -1.66658
C -3.60429 3.59090 -2.39946
C -2.34943 3.93711 -3.00264
C -1.42924 2.97619 -2.61447
C -0.08235 -0.90101 2.95198
C 0.52212 -2.19342 3.22048
C 1.85572 -2.09706 2.87169
C 2.07211 -0.83999 2.28647
C 3.69000 2.06041 2.34252
C 4.27128 2.90928 3.26523
C 3.27134 3.83016 3.70380
C 2.09498 3.51720 3.05495
H 0.59086 1.20700 -2.46330
H 0.65032 -0.27977 -1.57904
H 2.33138 0.69903 -0.46217
H 1.77422 2.35326 -0.79836
H -3.25454 -1.50696 -0.04996
H -4.53703 -3.08441 -1.83713
H -3.84111 -2.17862 -4.30988
H -2.21862 -0.00459 -3.89137
H -4.03590 1.90743 -0.95489
H -4.54087 4.13371 -2.47307
H -2.14469 4.79718 -3.62754
H -0.35834 2.94058 -2.73128
H -0.65252 -0.32146 3.74238
H 0.04072 -3.08571 3.62366
H 2.63186 -2.83443 3.01749
H 3.00942 -0.42225 1.91187
H 4.10986 1.23656 1.76616
H 5.28681 2.86433 3.62551
H 3.40368 4.60733 4.43196
H 1.10109 3.93913 3.10146
C -1.60374 3.71235 2.92966
C -1.34880 2.39237 2.29754
O -2.00050 2.13902 1.24912
H -0.99021 3.83634 3.83492
H -2.67372 3.84829 3.22709
H -1.33836 4.50888 2.20858
```

Summary:
- highest occupied orbital energy (Eh) = -0.497
- E_tot (a.u.) = -2151.99203
- maximum force (eV/Å) = 4.6
- orbital gap (eV) = 6.0
- net charge = +2


(3)
This record from the Open Molecules 2025 dataset describes a molecular structure, C29H38IrN4O2P2. The level of theory is wB97M-V/def2-TZVPD.

```
76
Properties=species:S:1:pos:R:3
Ir -1.16118 0.18546 -0.76753
C -1.76550 1.60105 -2.05028
C -1.45804 2.17752 -0.74381
C -2.61404 2.64687 0.11968
C -3.58447 1.50284 0.42790
C -2.99064 0.12912 0.17596
C -3.00291 -0.63413 -1.04548
C -3.57688 -0.11525 -2.32511
C -3.15371 1.33562 -2.56625
C 0.29253 -2.13142 0.35666
H -1.04022 1.85753 -2.82761
H -0.59463 2.86296 -0.72925
H -3.16536 3.47924 -0.34861
H -2.21718 3.03627 1.06229
H -3.85794 1.53448 1.49446
H -4.51625 1.61770 -0.13627
H -3.09764 -0.51132 1.05032
H -3.08593 -1.72204 -0.92613
H -4.67164 -0.19674 -2.33945
H -3.15909 -0.71157 -3.14825
H -3.14306 1.56066 -3.64098
H -3.83537 2.04737 -2.10424
H -0.11639 -1.65297 -0.57766
H -0.05895 -3.18568 0.41800
H 1.37802 -2.12059 0.30405
P -0.33368 -1.12750 1.71276
P 1.27804 0.83104 -0.71652
N -1.85324 -2.16976 1.91997
N 0.70651 -1.57101 2.91833
N 1.28887 1.42675 -2.52482
N 2.92408 1.63034 -0.33437
C -0.38391 0.71649 1.93751
C 0.71555 1.47508 1.19028
C -2.38102 -3.06446 0.98044
C -3.45276 -3.74194 1.53327
C -3.59824 -3.26991 2.87573
C -2.60333 -2.33162 3.09488
C 1.08067 -2.93181 3.05770
C 1.29973 -3.16874 4.37977
C 1.07151 -1.93840 5.11031
C 0.73271 -0.97790 4.20091
C 0.94070 0.57754 -3.59379
C 0.69409 1.34385 -4.74027
C 0.87283 2.71144 -4.38288
C 1.18959 2.74433 -3.01918
C 3.72855 2.41091 -1.15823
C 5.00865 2.43894 -0.62005
C 4.99615 1.65954 0.56622
C 3.71353 1.17075 0.72169
H -0.25314 0.84583 3.00899
H -1.36000 1.16215 1.72829
H 0.41025 2.52197 0.98132
H 1.63460 1.50378 1.78677
H -1.98234 -3.17376 -0.01421
H -4.05336 -4.49689 1.03347
H -4.35100 -3.57942 3.58828
H -2.33201 -1.76580 3.97089
H 1.19584 -3.55645 2.18670
H 1.61193 -4.10365 4.80289
H 1.17525 -1.76614 6.17627
H 0.54868 0.08331 4.32202
H 0.93853 -0.49232 -3.43957
H 0.41644 0.93674 -5.70156
H 0.76638 3.56518 -5.04241
H 1.43212 3.59053 -2.38306
H 3.34512 2.84386 -2.06841
H 5.85895 2.93738 -1.05098
H 5.81839 1.43380 1.22602
H 3.27744 0.58253 1.50802
C 4.23847 -1.33752 -1.99146
C 3.23906 -1.10449 -0.91321
O 3.39263 -1.36157 0.25923
O 2.11315 -0.47378 -1.41500
H 5.10568 -1.87159 -1.58662
H 4.59720 -0.39843 -2.44735
H 3.77661 -1.96215 -2.76739
```

Summary:
- highest occupied orbital energy (alpha / beta) (Eh) = -0.414 / -0.489
- E_tot (a.u.) = -2283.45017
- maximum force (eV/Å) = 4.0
- orbital gap (alpha / beta) (eV) = 5.0 / 3.9
- net charge = +2
- ⟨S²⟩ = 8.777
- multiplicity = 6
- ΔE to the lowest compared entry with this formula, charge and spin (kJ/mol) = 177.37


Copy entry 2 word for word.
This record from the Open Molecules 2025 dataset describes a molecular structure, C29H38HfN4OP2. The level of theory is wB97M-V/def2-TZVPD.

```
75
Properties=species:S:1:pos:R:3
Hf -1.24015 0.15225 1.44706
C 2.28092 -3.29442 0.01089
C 2.77987 -2.11191 -0.38965
C 3.02934 -1.77594 -1.83657
C 1.86733 -2.10122 -2.83476
C 0.45795 -2.03976 -2.30069
C -0.11664 -2.85494 -1.38751
C 0.35949 -4.28835 -1.29974
C 1.84492 -4.40546 -0.90560
C -3.33014 -0.02848 2.08170
H 2.21760 -3.56809 1.06439
H 3.25825 -1.43012 0.31273
H 3.92344 -2.33577 -2.20016
H 3.27074 -0.69787 -1.91671
H 1.91900 -1.33570 -3.63504
H 2.10431 -3.06065 -3.35173
H -0.20859 -1.42331 -2.91462
H -1.03020 -2.57627 -0.85980
H 0.25640 -4.73621 -2.30057
H -0.25715 -4.84490 -0.57578
H 1.96971 -5.35215 -0.37079
H 2.46025 -4.44720 -1.81509
H -3.31686 -0.01956 3.18768
H -3.79490 -0.95478 1.71807
H -3.95361 0.82844 1.75926
P -1.36630 0.64412 -1.02344
P 0.96642 1.68545 1.33838
N -2.45676 -0.50728 -1.80952
N -2.06842 2.02105 -1.82699
N 0.96713 -0.09701 2.29151
N 2.33487 2.40124 2.22165
C 0.39887 0.77883 -1.47384
C 1.43580 1.35093 -0.46292
C -3.21452 -1.48237 -1.13257
C -3.87069 -2.25920 -2.06503
C -3.51524 -1.77108 -3.36611
C -2.65854 -0.68536 -3.18143
C -3.40743 2.42871 -1.66658
C -3.60429 3.59090 -2.39946
C -2.34943 3.93711 -3.00264
C -1.42924 2.97619 -2.61447
C -0.08235 -0.90101 2.95198
C 0.52212 -2.19342 3.22048
C 1.85572 -2.09706 2.87169
C 2.07211 -0.83999 2.28647
C 3.69000 2.06041 2.34252
C 4.27128 2.90928 3.26523
C 3.27134 3.83016 3.70380
C 2.09498 3.51720 3.05495
H 0.59086 1.20700 -2.46330
H 0.65032 -0.27977 -1.57904
H 2.33138 0.69903 -0.46217
H 1.77422 2.35326 -0.79836
H -3.25454 -1.50696 -0.04996
H -4.53703 -3.08441 -1.83713
H -3.84111 -2.17862 -4.30988
H -2.21862 -0.00459 -3.89137
H -4.03590 1.90743 -0.95489
H -4.54087 4.13371 -2.47307
H -2.14469 4.79718 -3.62754
H -0.35834 2.94058 -2.73128
H -0.65252 -0.32146 3.74238
H 0.04072 -3.08571 3.62366
H 2.63186 -2.83443 3.01749
H 3.00942 -0.42225 1.91187
H 4.10986 1.23656 1.76616
H 5.28681 2.86433 3.62551
H 3.40368 4.60733 4.43196
H 1.10109 3.93913 3.10146
C -1.60374 3.71235 2.92966
C -1.34880 2.39237 2.29754
O -2.00050 2.13902 1.24912
H -0.99021 3.83634 3.83492
H -2.67372 3.84829 3.22709
H -1.33836 4.50888 2.20858
```

Summary:
- highest occupied orbital energy (Eh) = -0.497
- E_tot (a.u.) = -2151.99203
- maximum force (eV/Å) = 4.6
- orbital gap (eV) = 6.0
- net charge = +2


Repeat the second record exactly.
This record from the Open Molecules 2025 dataset describes a molecular structure, C29H38HfN4OP2. The level of theory is wB97M-V/def2-TZVPD.

```
75
Properties=species:S:1:pos:R:3
Hf -1.24015 0.15225 1.44706
C 2.28092 -3.29442 0.01089
C 2.77987 -2.11191 -0.38965
C 3.02934 -1.77594 -1.83657
C 1.86733 -2.10122 -2.83476
C 0.45795 -2.03976 -2.30069
C -0.11664 -2.85494 -1.38751
C 0.35949 -4.28835 -1.29974
C 1.84492 -4.40546 -0.90560
C -3.33014 -0.02848 2.08170
H 2.21760 -3.56809 1.06439
H 3.25825 -1.43012 0.31273
H 3.92344 -2.33577 -2.20016
H 3.27074 -0.69787 -1.91671
H 1.91900 -1.33570 -3.63504
H 2.10431 -3.06065 -3.35173
H -0.20859 -1.42331 -2.91462
H -1.03020 -2.57627 -0.85980
H 0.25640 -4.73621 -2.30057
H -0.25715 -4.84490 -0.57578
H 1.96971 -5.35215 -0.37079
H 2.46025 -4.44720 -1.81509
H -3.31686 -0.01956 3.18768
H -3.79490 -0.95478 1.71807
H -3.95361 0.82844 1.75926
P -1.36630 0.64412 -1.02344
P 0.96642 1.68545 1.33838
N -2.45676 -0.50728 -1.80952
N -2.06842 2.02105 -1.82699
N 0.96713 -0.09701 2.29151
N 2.33487 2.40124 2.22165
C 0.39887 0.77883 -1.47384
C 1.43580 1.35093 -0.46292
C -3.21452 -1.48237 -1.13257
C -3.87069 -2.25920 -2.06503
C -3.51524 -1.77108 -3.36611
C -2.65854 -0.68536 -3.18143
C -3.40743 2.42871 -1.66658
C -3.60429 3.59090 -2.39946
C -2.34943 3.93711 -3.00264
C -1.42924 2.97619 -2.61447
C -0.08235 -0.90101 2.95198
C 0.52212 -2.19342 3.22048
C 1.85572 -2.09706 2.87169
C 2.07211 -0.83999 2.28647
C 3.69000 2.06041 2.34252
C 4.27128 2.90928 3.26523
C 3.27134 3.83016 3.70380
C 2.09498 3.51720 3.05495
H 0.59086 1.20700 -2.46330
H 0.65032 -0.27977 -1.57904
H 2.33138 0.69903 -0.46217
H 1.77422 2.35326 -0.79836
H -3.25454 -1.50696 -0.04996
H -4.53703 -3.08441 -1.83713
H -3.84111 -2.17862 -4.30988
H -2.21862 -0.00459 -3.89137
H -4.03590 1.90743 -0.95489
H -4.54087 4.13371 -2.47307
H -2.14469 4.79718 -3.62754
H -0.35834 2.94058 -2.73128
H -0.65252 -0.32146 3.74238
H 0.04072 -3.08571 3.62366
H 2.63186 -2.83443 3.01749
H 3.00942 -0.42225 1.91187
H 4.10986 1.23656 1.76616
H 5.28681 2.86433 3.62551
H 3.40368 4.60733 4.43196
H 1.10109 3.93913 3.10146
C -1.60374 3.71235 2.92966
C -1.34880 2.39237 2.29754
O -2.00050 2.13902 1.24912
H -0.99021 3.83634 3.83492
H -2.67372 3.84829 3.22709
H -1.33836 4.50888 2.20858
```

Summary:
- highest occupied orbital energy (Eh) = -0.497
- E_tot (a.u.) = -2151.99203
- maximum force (eV/Å) = 4.6
- orbital gap (eV) = 6.0
- net charge = +2